(1)
# C58H129NO2P3

A 5-piece molecular cluster, C58H129NO2P3 overall at a distorted geometry (ωB97M-V with the def2-TZVPD basis set, OMol25).

Structure (XYZ):
```
193
C58H129NO2P3 ωB97M-V with the def2-TZVPD basis set
C -4.35 3.82 1.93
C -4.35 3.75 0.38
C -4.45 2.34 -0.20
C -4.07 2.16 -1.70
P -4.17 0.43 -2.27
C -3.64 -0.82 -1.11
C -2.12 -0.68 -0.81
C -1.79 -1.37 0.52
C -0.28 -1.47 0.91
C -3.25 0.41 -3.76
C -3.23 -0.90 -4.52
C -2.59 -0.69 -5.92
C -1.17 -1.22 -6.03
C -5.89 0.04 -2.69
C -6.77 -0.37 -1.49
C -8.23 -0.58 -1.83
C -9.01 -1.25 -0.73
H -3.55 3.28 2.44
H -5.24 3.25 2.24
H -4.41 4.79 2.36
H -3.43 4.23 -0.01
H -5.24 4.28 0.07
H -5.44 1.89 -0.12
H -3.73 1.81 0.41
H -3.14 2.71 -1.94
H -4.87 2.70 -2.18
H -3.88 -1.81 -1.49
H -4.17 -0.64 -0.20
H -1.98 0.41 -0.62
H -1.49 -1.02 -1.65
H -2.21 -2.42 0.53
H -2.29 -0.79 1.27
H 0.23 -0.43 0.82
H 0.25 -2.16 0.23
H -0.20 -1.80 1.99
H -2.29 0.85 -3.52
H -3.61 1.20 -4.48
H -4.23 -1.38 -4.54
H -2.59 -1.62 -3.98
H -2.73 0.40 -6.13
H -3.25 -1.19 -6.67
H -0.51 -0.78 -5.28
H -0.68 -0.93 -6.99
H -1.16 -2.33 -5.90
H -5.80 -0.78 -3.40
H -6.32 0.89 -3.21
H -6.71 0.32 -0.61
H -6.49 -1.33 -1.06
H -8.28 -1.26 -2.69
H -8.76 0.29 -2.18
H -10.08 -1.37 -0.88
H -8.99 -0.57 0.11
H -8.58 -2.24 -0.48
C 3.83 3.46 1.05
C 4.12 4.89 1.58
C 2.94 5.62 2.35
C 2.03 6.20 1.27
P 0.36 6.78 1.63
C 0.28 8.44 2.41
C 1.35 8.76 3.52
C 0.92 10.05 4.21
C 2.15 10.71 4.75
C -0.63 6.87 0.05
C -2.13 7.10 0.34
C -2.93 7.02 -0.90
C -4.24 7.58 -0.83
C -0.37 5.64 2.77
C -0.29 4.19 2.37
C -0.39 3.23 3.56
C -0.35 1.74 3.07
H 4.48 3.20 0.23
H 2.79 3.25 0.69
H 4.11 2.82 1.88
H 4.47 5.47 0.72
H 4.99 4.83 2.24
H 3.33 6.38 3.05
H 2.40 4.83 2.89
H 1.86 5.48 0.48
H 2.54 6.99 0.71
H -0.65 8.79 2.68
H 0.64 9.08 1.58
H 2.30 8.86 3.06
H 1.29 7.92 4.27
H 0.22 9.91 5.03
H 0.35 10.68 3.51
H 2.62 10.05 5.42
H 1.89 11.62 5.30
H 2.91 10.98 4.00
H -0.62 5.90 -0.56
H -0.23 7.63 -0.53
H -2.38 8.01 0.83
H -2.54 6.34 1.07
H -2.92 5.97 -1.33
H -2.25 7.52 -1.60
H -4.34 8.49 -0.28
H -4.88 6.88 -0.33
H -4.67 7.75 -1.77
H -1.42 5.94 2.80
H 0.04 5.85 3.80
H 0.63 4.00 1.80
H -1.06 3.91 1.64
H -1.31 3.39 4.12
H 0.49 3.32 4.15
H -0.89 1.56 2.14
H -0.72 1.01 3.79
H 0.65 1.45 2.75
C 0.17 -8.32 6.87
C 1.26 -9.28 6.36
C 1.47 -9.30 4.85
C 2.34 -8.07 4.46
P 3.33 -8.26 3.03
C 4.43 -9.68 3.42
C 4.89 -9.85 4.89
C 5.84 -11.03 5.11
C 5.64 -12.29 4.29
C 2.42 -8.64 1.49
C 0.98 -8.14 1.32
C 0.60 -8.33 -0.20
C 1.65 -7.82 -1.25
C 4.36 -6.71 2.92
C 3.52 -5.42 3.15
C 4.33 -4.21 3.50
C 5.06 -3.63 2.28
H -0.76 -8.53 6.43
H 0.40 -7.23 6.56
H 0.20 -8.39 7.96
H 0.86 -10.31 6.59
H 2.21 -9.28 6.89
H 0.60 -9.32 4.20
H 2.07 -10.18 4.51
H 2.96 -7.83 5.30
H 1.74 -7.22 4.24
H 5.34 -9.62 2.82
H 3.86 -10.56 3.19
H 3.97 -9.87 5.49
H 5.37 -8.92 5.25
H 5.85 -11.25 6.18
H 6.85 -10.69 4.75
H 4.59 -12.62 4.39
H 6.29 -13.12 4.53
H 5.65 -12.06 3.19
H 2.54 -9.69 1.38
H 3.05 -8.21 0.72
H 0.88 -7.03 1.60
H 0.34 -8.75 1.98
H -0.39 -7.80 -0.34
H 0.37 -9.39 -0.48
H 1.06 -7.74 -2.21
H 2.49 -8.52 -1.47
H 1.98 -6.81 -1.05
H 5.00 -6.80 1.99
H 5.07 -6.89 3.78
H 2.81 -5.72 3.91
H 2.89 -5.23 2.26
H 5.11 -4.55 4.21
H 3.62 -3.46 3.96
H 5.86 -4.29 1.89
H 5.57 -2.64 2.42
H 4.30 -3.57 1.49
C 2.86 0.23 -8.25
C 1.88 0.89 -7.23
C 1.66 2.32 -7.73
N 0.77 3.25 -6.83
C 0.47 4.43 -7.70
C -0.42 2.58 -6.12
C -0.81 3.62 -5.07
C 0.47 4.30 -4.61
C 1.52 3.69 -5.59
H 2.88 -0.88 -8.32
H 3.91 0.58 -8.07
H 2.57 0.59 -9.31
H 2.37 0.85 -6.21
H 0.98 0.29 -7.20
H 1.28 2.37 -8.70
H 2.61 2.83 -7.85
H -0.46 4.25 -8.21
H 1.21 4.60 -8.42
H 0.47 5.24 -7.02
H -1.01 2.36 -6.94
H -0.08 1.71 -5.59
H -1.62 4.33 -5.34
H -1.22 3.16 -4.14
H 0.47 5.36 -4.82
H 0.79 4.13 -3.55
H 2.27 4.39 -5.89
H 1.97 2.77 -5.13
C 0.94 2.19 -1.17
C -0.05 1.93 -2.33
O 0.35 1.17 -3.23
O -1.14 2.47 -2.20
H 0.55 3.00 -0.49
H 1.99 2.41 -1.54
H 1.11 1.28 -0.61
```

Summary:
- LUMO level: -4.5 eV
- Total charge: +3

Mulliken atomic charge list, values in e, 99 entries: number 1, C, carries -1.706; number 2, C, carries 0.239; number 3, C, carries -0.069; number 4, C, carries -0.296; number 5, P, carries 1.575; number 6, C, carries -1.597; number 7, C, carries 0.320; number 8, C, carries -0.772; number 9, C, carries -0.941; number 10, C, carries -0.529; number 11, C, carries -0.468; number 12, C, carries -0.546; number 13, C, carries -1.097; number 14, C, carries -0.963; number 15, C, carries -0.388; number 16, C, carries -0.514; number 17, C, carries -1.385; number 18, H, carries 0.215; number 19, H, carries 0.456; number 20, H, carries 0.485; number 21, H, carries -0.318; number 22, H, carries 0.514; number 23, H, carries 0.045; number 24, H, carries -0.032; number 25, H, carries -0.300; number 26, H, carries 0.784; number 27, H, carries 0.682; number 28, H, carries 0.732; number 29, H, carries -0.335; number 30, H, carries 0.487; number 31, H, carries 0.365; number 32, H, carries 0.386; number 33, H, carries -0.119; number 34, H, carries 0.420; number 35, H, carries 0.360; number 36, H, carries -0.395; number 37, H, carries 0.633; number 38, H, carries 0.270; number 39, H, carries 0.295; number 40, H, carries 0.245; number 41, H, carries 0.393; number 42, H, carries 0.212; number 43, H, carries 0.262; number 44, H, carries 0.414; number 45, H, carries 0.476; number 46, H, carries 0.574; number 47, H, carries 0.045; number 48, H, carries 0.306; number 49, H, carries 0.322; number 50, H, carries 0.466; number 51, H, carries 0.413; number 52, H, carries 0.318; number 53, H, carries 0.316; number 54, C, carries -0.749; number 55, C, carries -0.865; number 56, C, carries 0.095; number 57, C, carries -1.507; number 58, P, carries 1.009; number 59, C, carries -1.493; number 60, C, carries -0.543; number 61, C, carries -0.439; number 62, C, carries -1.448; number 63, C, carries -0.625; number 64, C, carries -0.078; number 65, C, carries 0.032; number 66, C, carries -1.616; number 67, C, carries -1.524; number 68, C, carries 1.555; number 69, C, carries -0.862; number 70, C, carries -1.025; number 71, H, carries 0.372; number 72, H, carries -0.065; number 73, H, carries 0.319; number 74, H, carries 0.356; number 75, H, carries 0.457; number 76, H, carries 0.376; number 77, H, carries -0.008; number 78, H, carries 0.510; number 79, H, carries 0.710; number 80, H, carries 0.782; number 81, H, carries 0.551; number 82, H, carries 0.382; number 83, H, carries 0.332; number 84, H, carries 0.369; number 85, H, carries 0.378; number 86, H, carries 0.375; number 87, H, carries 0.401; number 88, H, carries 0.343; number 89, H, carries -0.198; number 90, H, carries 0.995; number 91, H, carries 0.405; number 92, H, carries -0.143; number 93, H, carries -0.156; number 94, H, carries 0.510; number 95, H, carries 0.405; number 96, H, carries 0.311; number 97, H, carries 0.438; number 98, H, carries 0.701; number 99, H, carries 0.668

---

(2)
# C58H134N6O12

A 12-piece molecular cluster, C58H134N6O12 overall at a distorted geometry (ωB97M-V with the def2-TZVPD basis set, OMol25).

Structure (XYZ):
```
210
C58H134N6O12 ωB97M-V with the def2-TZVPD basis set
C 19.65 -9.70 -19.06
C 18.60 -10.84 -19.26
C 19.32 -12.16 -18.87
C 17.51 -10.67 -18.23
C 16.53 -9.52 -18.59
C 15.98 -9.85 -20.00
C 16.99 -10.01 -21.12
C 16.22 -10.53 -22.36
C 17.51 -8.61 -21.54
N 18.04 -10.94 -20.64
O 19.03 -11.16 -21.56
H 19.28 -8.68 -18.96
H 20.25 -9.89 -18.17
H 20.41 -9.79 -19.83
H 20.22 -12.48 -19.40
H 19.51 -12.16 -17.80
H 18.56 -12.92 -19.02
H 17.05 -11.65 -18.14
H 17.95 -10.47 -17.25
H 15.69 -9.41 -17.91
H 17.12 -8.61 -18.68
H 15.23 -9.10 -20.25
H 15.40 -10.76 -19.84
H 15.79 -11.51 -22.13
H 16.79 -10.57 -23.28
H 15.37 -9.90 -22.62
H 18.20 -8.77 -22.37
H 17.89 -8.10 -20.66
H 16.69 -8.03 -21.98
H 19.60 -10.40 -21.41
C 17.15 -2.88 -14.90
C 17.50 -2.74 -13.41
C 17.40 -1.28 -12.81
C 16.54 -3.63 -12.56
C 16.82 -5.08 -12.68
C 18.25 -5.40 -12.33
C 19.34 -4.53 -13.05
C 20.57 -4.59 -12.13
C 19.62 -5.15 -14.40
N 18.91 -3.11 -13.17
O 19.80 -2.26 -13.90
H 17.19 -3.89 -15.30
H 16.14 -2.52 -15.08
H 17.81 -2.28 -15.53
H 17.90 -1.31 -11.85
H 17.91 -0.58 -13.47
H 16.38 -0.97 -12.57
H 16.48 -3.42 -11.49
H 15.52 -3.46 -12.92
H 16.23 -5.61 -11.93
H 16.43 -5.45 -13.63
H 18.35 -6.43 -12.70
H 18.42 -5.51 -11.26
H 20.73 -5.61 -11.80
H 20.40 -4.06 -11.19
H 21.45 -4.12 -12.57
H 20.08 -4.48 -15.12
H 18.74 -5.46 -14.98
H 20.30 -6.00 -14.31
H 20.24 -1.79 -13.19
C 15.76 -1.08 -22.62
C 15.29 0.39 -22.37
C 15.49 0.82 -20.91
C 16.16 1.33 -23.25
C 15.80 1.24 -24.73
C 14.30 1.49 -25.00
C 13.39 0.59 -24.13
C 11.99 1.31 -24.06
C 13.13 -0.79 -24.89
N 13.82 0.55 -22.76
O 12.97 -0.21 -21.95
H 16.08 -1.30 -23.63
H 16.66 -1.34 -22.07
H 15.14 -1.80 -22.08
H 14.75 0.36 -20.25
H 16.50 0.64 -20.53
H 15.32 1.89 -20.84
H 15.93 2.34 -22.91
H 17.23 1.21 -23.07
H 16.30 2.07 -25.23
H 16.21 0.34 -25.17
H 14.21 1.31 -26.07
H 14.01 2.51 -24.78
H 12.06 2.24 -23.50
H 11.22 0.82 -23.47
H 11.53 1.51 -25.03
H 12.33 -1.34 -24.40
H 14.03 -1.41 -24.85
H 12.95 -0.56 -25.93
H 13.18 -1.11 -22.21
C 9.69 -0.52 -11.23
C 8.84 -1.46 -10.25
C 9.74 -2.01 -9.09
C 7.73 -0.59 -9.63
C 6.53 -0.38 -10.51
C 5.97 -1.69 -10.96
C 6.99 -2.54 -11.67
C 6.36 -3.96 -11.86
C 7.31 -1.93 -13.06
N 8.26 -2.54 -10.98
O 9.23 -3.31 -11.60
H 10.41 0.08 -10.68
H 10.32 -1.07 -11.93
H 9.02 0.19 -11.73
H 10.08 -1.19 -8.45
H 9.14 -2.62 -8.41
H 10.61 -2.48 -9.56
H 7.38 -0.92 -8.65
H 8.10 0.44 -9.58
H 5.78 0.26 -10.05
H 6.71 0.23 -11.40
H 5.06 -1.56 -11.54
H 5.59 -2.17 -10.06
H 7.03 -4.70 -12.29
H 5.51 -3.91 -12.53
H 5.99 -4.35 -10.91
H 8.03 -1.12 -12.97
H 6.43 -1.47 -13.52
H 7.68 -2.68 -13.76
H 9.49 -2.84 -12.40
C 22.57 1.52 -8.49
C 23.75 2.51 -8.90
C 23.11 3.74 -9.62
C 24.52 2.99 -7.58
C 25.32 1.89 -6.93
C 26.38 1.58 -7.98
C 25.82 0.99 -9.28
C 27.01 0.95 -10.28
C 25.47 -0.52 -8.99
N 24.74 1.92 -9.82
O 24.14 1.34 -10.93
H 21.65 1.96 -8.10
H 22.15 1.11 -9.41
H 22.91 0.61 -8.00
H 22.71 4.50 -8.94
H 23.92 4.16 -10.21
H 22.27 3.51 -10.27
H 25.16 3.81 -7.90
H 23.88 3.52 -6.87
H 25.78 2.25 -6.01
H 24.74 1.01 -6.63
H 27.10 0.90 -7.53
H 26.96 2.49 -8.15
H 27.95 0.54 -9.91
H 27.25 1.95 -10.64
H 26.90 0.29 -11.14
H 24.69 -0.58 -8.23
H 26.35 -1.11 -8.78
H 25.07 -0.99 -9.89
H 24.26 2.03 -11.59
C 21.96 -1.89 -25.24
C 22.61 -3.24 -24.85
C 22.39 -4.26 -25.99
C 24.22 -3.01 -24.83
C 24.79 -2.45 -23.54
C 24.21 -3.25 -22.39
C 22.65 -3.24 -22.33
C 22.23 -4.25 -21.20
C 22.22 -1.88 -21.92
N 22.11 -3.81 -23.64
O 20.79 -4.06 -23.55
H 20.88 -1.97 -25.25
H 22.26 -1.11 -24.55
H 22.13 -1.56 -26.26
H 21.35 -4.49 -26.19
H 22.73 -3.91 -26.97
H 22.83 -5.23 -25.76
H 24.72 -3.95 -25.05
H 24.56 -2.36 -25.64
H 25.87 -2.40 -23.58
H 24.46 -1.41 -23.45
H 24.64 -2.96 -21.43
H 24.59 -4.26 -22.54
H 22.63 -5.24 -21.40
H 21.15 -4.32 -21.04
H 22.80 -4.09 -20.28
H 21.99 -1.65 -20.88
H 21.26 -1.60 -22.35
H 22.82 -1.01 -22.19
H 20.69 -4.98 -23.80
C 14.00 5.15 -12.49
O 12.64 5.12 -12.69
H 14.08 5.73 -11.57
H 14.50 4.22 -12.20
H 14.54 5.72 -13.24
H 12.46 4.87 -13.60
C 22.74 -10.48 -12.53
O 23.42 -11.73 -12.16
H 22.66 -10.34 -13.61
H 21.74 -10.60 -12.11
H 23.25 -9.61 -12.12
H 23.29 -11.79 -11.21
C 11.89 -4.77 -17.71
O 11.36 -4.48 -16.40
H 12.81 -4.20 -17.89
H 11.95 -5.85 -17.88
H 11.32 -4.37 -18.54
H 11.15 -3.54 -16.45
C 26.70 -4.34 -15.03
O 25.72 -3.55 -15.72
H 26.32 -4.55 -14.03
H 26.89 -5.36 -15.38
H 27.60 -3.72 -14.99
H 25.32 -3.02 -15.02
O 23.25 -7.46 -7.56
H 22.39 -7.35 -7.17
H 23.17 -8.25 -8.10
O 11.00 -0.34 -16.47
H 11.42 -0.23 -17.32
H 10.68 0.53 -16.24
```

Summary:
- LUMO level: 0.0 eV

Mulliken atomic charge list, values in e, 99 entries: number 1, C, carries -1.736; number 2, C, carries 1.488; number 3, C, carries -1.884; number 4, C, carries -1.291; number 5, C, carries -0.637; number 6, C, carries -1.351; number 7, C, carries 1.774; number 8, C, carries -1.881; number 9, C, carries -1.755; number 10, N, carries 0.178; number 11, O, carries -0.453; number 12, H, carries 0.287; number 13, H, carries 0.484; number 14, H, carries 0.468; number 15, H, carries 0.315; number 16, H, carries 0.375; number 17, H, carries 0.497; number 18, H, carries 0.445; number 19, H, carries 0.427; number 20, H, carries 0.398; number 21, H, carries 0.258; number 22, H, carries 0.436; number 23, H, carries 0.401; number 24, H, carries 0.443; number 25, H, carries 0.386; number 26, H, carries 0.379; number 27, H, carries 0.469; number 28, H, carries 0.305; number 29, H, carries 0.399; number 30, H, carries 0.375; number 31, C, carries -1.757; number 32, C, carries 1.403; number 33, C, carries -1.879; number 34, C, carries -1.141; number 35, C, carries -0.763; number 36, C, carries -1.190; number 37, C, carries 1.779; number 38, C, carries -2.080; number 39, C, carries -1.943; number 40, N, carries 0.475; number 41, O, carries -0.499; number 42, H, carries 0.322; number 43, H, carries 0.466; number 44, H, carries 0.349; number 45, H, carries 0.430; number 46, H, carries 0.390; number 47, H, carries 0.382; number 48, H, carries 0.360; number 49, H, carries 0.511; number 50, H, carries 0.362; number 51, H, carries 0.357; number 52, H, carries 0.388; number 53, H, carries 0.464; number 54, H, carries 0.437; number 55, H, carries 0.454; number 56, H, carries 0.414; number 57, H, carries 0.380; number 58, H, carries 0.336; number 59, H, carries 0.445; number 60, H, carries 0.346; number 61, C, carries -1.703; number 62, C, carries 1.631; number 63, C, carries -1.957; number 64, C, carries -1.235; number 65, C, carries -0.671; number 66, C, carries -0.963; number 67, C, carries 1.388; number 68, C, carries -1.910; number 69, C, carries -1.627; number 70, N, carries 0.068; number 71, O, carries -0.402; number 72, H, carries 0.272; number 73, H, carries 0.480; number 74, H, carries 0.400; number 75, H, carries 0.397; number 76, H, carries 0.386; number 77, H, carries 0.406; number 78, H, carries 0.406; number 79, H, carries 0.398; number 80, H, carries 0.392; number 81, H, carries 0.349; number 82, H, carries 0.327; number 83, H, carries 0.423; number 84, H, carries 0.495; number 85, H, carries 0.352; number 86, H, carries 0.382; number 87, H, carries 0.420; number 88, H, carries 0.328; number 89, H, carries 0.419; number 90, H, carries 0.349; number 91, C, carries -1.807; number 92, C, carries 1.542; number 93, C, carries -1.859; number 94, C, carries -1.037; number 95, C, carries -0.805; number 96, C, carries -1.210; number 97, C, carries 1.628; number 98, C, carries -1.890; number 99, C, carries -1.783

---

Calculated E (hartree), listed in the same order as above: -3515.76315; -3521.19608
Calculated HOMO (eV), listed in the same order as above: -13.66; -7.86
Calculated frontier orbital gap (eV), listed in the same order as above: 9.2; 7.8